Entry 1:
Here is a molecular structure, C20H34CdF5N3OS2Si4 from the Open Molecules 2025 dataset. Energies are from ωB97M-V/def2-TZVPD.

Computed properties:
Gap between HOMO and LUMO = 0.18425 Ha
Highest occupied orbital energy = -0.911 eV

```
! RIJCOSX wB97M-V def2-TZVPD def2/J DEFGRID3
* xyz -2 1
Cd -0.0303 1.5916 -0.2394
F 8.3441 -0.0287 0.4534
C 7.0503 -0.0895 0.0822
C 6.5018 -1.2675 -0.3743
F 7.2779 -2.3675 -0.4441
C 5.1772 -1.3192 -0.7598
F 4.7302 -2.4993 -1.2136
C 4.3091 -0.2186 -0.7007
S 2.6597 -0.3072 -1.1864
C 4.9180 0.9552 -0.2292
F 4.2014 2.0741 -0.1347
C 6.2432 1.0256 0.1470
F 6.7680 2.1832 0.5856
C -5.0439 2.0275 -2.0583
N -4.3840 0.9007 -1.4164
C -5.0478 -0.0260 -0.7087
C -4.4028 -1.0160 -0.0641
C -2.9691 -0.9867 -0.1127
N -2.3103 -0.0976 -0.7985
C -2.9713 0.8403 -1.5514
O -2.4408 1.6033 -2.3245
N -2.2379 -1.9207 0.5341
H -6.1191 1.9483 -1.8997
H -4.8214 2.0342 -3.1230
H -4.6666 2.9599 -1.6408
H -6.1265 0.0675 -0.6971
H -4.9404 -1.7622 0.5011
H -2.6570 -2.3541 1.3403
H -1.2653 -1.6503 0.6633
C 1.7308 1.3314 5.3747
Si 1.7148 1.2433 3.4755
C 1.8020 3.0378 2.9358
C 3.3629 0.4305 3.0459
Si -0.0504 0.1263 2.3847
Si 0.3385 -2.0393 3.1966
C -0.9868 -3.3578 2.8019
C 0.5394 -2.2571 5.0715
C 1.9179 -2.7610 2.4503
Si -1.9284 0.8164 3.6190
C -3.4781 -0.2367 3.2713
C -1.9124 0.9012 5.5178
C -2.4059 2.5552 3.0835
H 2.6237 1.8585 5.7302
H 1.7242 0.3310 5.8201
H 0.8504 1.8605 5.7515
H 2.7465 3.5008 3.2496
H 0.9732 3.6183 3.3559
H 1.7209 3.1405 1.8513
H 4.1772 1.1638 3.0909
H 3.3388 0.0169 2.0329
H 3.6003 -0.3886 3.7364
H -1.9931 -2.9971 3.0563
H -0.8048 -4.2682 3.3820
H -0.9792 -3.6336 1.7411
H -0.3801 -1.9717 5.5988
H 1.3402 -1.6144 5.4504
H 0.7808 -3.2943 5.3353
H 1.9797 -2.5439 1.3762
H 1.9749 -3.8485 2.5863
H 2.8028 -2.3126 2.9139
H -3.2965 -1.3065 3.4451
H -3.7944 -0.1172 2.2281
H -4.3108 0.0709 3.9150
H -1.7587 -0.0908 5.9629
H -2.8592 1.3060 5.8940
H -1.1028 1.5426 5.8770
H -2.3266 2.6799 1.9990
H -1.7221 3.2981 3.5099
H -3.4294 2.8173 3.3884
S -0.5023 3.8818 -0.2130
*
```

Entry 2:
Here is 2 unconnected molecules or ions with the total composition C6H14N2O2 at a distorted geometry from the Open Molecules 2025 dataset. Energies are from ωB97M-V/def2-TZVPD.

Computed properties:
SMILES = CNC(C)=O.CNC(C)=O
Relative energy (zero: lowest compared OMol25 entry of this formula, charge and spin) = 219.23 kJ/mol
Gap between HOMO and LUMO = 0.36780 Ha
Highest occupied orbital energy = -9.420 eV

```
! RIJCOSX wB97M-V def2-TZVPD def2/J DEFGRID3
* xyz 0 1
C -1.6702 1.1356 -0.9512
N -1.1863 2.0021 0.1951
C -1.2277 1.3791 1.3994
C -1.1395 2.3318 2.5823
O -1.5748 0.2630 1.4969
H -2.4888 0.4842 -0.6656
H -1.9712 1.6933 -1.8105
H -0.8294 0.5495 -1.4279
H -0.2909 2.5507 0.0611
H -0.9199 3.4536 2.2298
H -2.0187 2.0410 3.0684
H -0.4177 2.1107 3.2988
C 0.0716 -2.9104 -0.1875
N 0.6397 -1.5476 -0.4684
C 1.7312 -1.2057 -1.1466
C 2.1177 0.2483 -1.0950
O 2.4493 -1.9322 -1.8303
H -0.7404 -3.0566 -0.9154
H 0.6698 -3.7577 -0.3334
H -0.3669 -2.9506 0.9007
H 0.0770 -0.9092 0.0710
H 1.3528 0.9125 -1.6170
H 2.4495 0.6665 -0.1597
H 3.0260 0.5128 -1.7283
*
```

Entry 3:
Here is a molecular structure, C28H22OS5Sb2Sn from the Open Molecules 2025 dataset. Energies are from ωB97M-V/def2-TZVPD.

Computed properties:
Relative energy (zero: lowest compared OMol25 entry of this formula, charge and spin) = 143.47 kJ/mol
Gap between HOMO and LUMO (spin up / spin down) = 0.22913 / 0.17026 Ha
Highest occupied orbital energy (spin up / spin down) = -8.566 / -7.561 eV

```
! RIJCOSX wB97M-V def2-TZVPD def2/J DEFGRID3
* xyz 0 1
Sn -1.4956 -2.5510 1.9280
S -4.7245 -4.0331 5.5382
Sb -2.8621 -4.4757 4.1821
S -1.3291 -2.6733 4.3795
S -3.4279 -4.0763 1.9038
S -1.9355 -6.4721 4.5039
C -2.2075 7.9265 -1.4707
C -2.3100 6.4969 -0.9968
O -1.6046 5.6193 -1.4083
S -3.5890 6.2689 0.2393
C -3.3626 4.5587 0.6183
C -3.8146 3.5793 -0.2601
C -3.6066 2.2432 0.0276
C -2.9490 1.8698 1.1995
C -2.5251 2.8542 2.0904
C -2.7268 4.1919 1.7988
C -2.6546 0.4882 1.4601
C -2.3713 -0.6677 1.6796
H -2.0724 7.9251 -2.5505
H -1.3222 8.3692 -1.0139
H -3.0775 8.5212 -1.1980
H -4.3187 3.8694 -1.1718
H -3.9428 1.4760 -0.6568
H -2.0197 2.5605 3.0002
H -2.3814 4.9562 2.4820
C 6.3148 -2.2594 0.2183
C 5.5470 -3.0886 -0.5843
C 4.1620 -3.0864 -0.4697
C 3.5414 -2.2440 0.4482
C 4.3190 -1.4314 1.2701
C 5.7009 -1.4326 1.1484
Sb 1.4092 -2.2412 0.6589
C 0.8737 -3.3056 -1.0961
C 1.2555 -2.8678 -2.3646
C 0.8849 -3.5827 -3.4933
C 0.1330 -4.7443 -3.3648
C -0.2425 -5.1930 -2.1085
C 0.1280 -4.4760 -0.9770
C 0.9409 -0.2606 0.0244
C 0.0633 -0.0172 -1.0292
C -0.2907 1.2831 -1.3621
C 0.2115 2.3543 -0.6391
C 1.0760 2.1188 0.4209
C 1.4374 0.8198 0.7518
H 7.3928 -2.2629 0.1264
H 6.0250 -3.7410 -1.3032
H 3.5765 -3.7395 -1.1039
H 3.8600 -0.7931 2.0147
H 6.2989 -0.7934 1.7844
H 1.8447 -1.9647 -2.4763
H 1.1821 -3.2331 -4.4732
H -0.1597 -5.2988 -4.2467
H -0.8257 -6.0980 -2.0025
H -0.1721 -4.8440 -0.0004
H -0.3617 -0.8379 -1.5954
H -0.9739 1.4605 -2.1823
H -0.0865 3.3641 -0.8901
H 1.4643 2.9481 0.9981
H 2.1010 0.6635 1.5934
*
```

Number 1: calculated total energy -3643.549438 Eh, molecular weight 716.39 g mol⁻¹. Number 2: calculated total energy -496.974029 Eh, molecular weight 146.19 g mol⁻¹. Number 3: calculated total energy -3841.067513 Eh, molecular weight 897.05 g mol⁻¹.